# 1
2 unconnected molecules or ions with the total composition C20H18BrN3O5. Source: OMol25; level of theory: wB97M-V/def2-TZVPD.

Atoms and positions in Å:
1 C -0.07 0.57 4.93
2 C -1.54 0.79 5.32
3 N -2.51 -0.22 4.89
4 C -2.54 -0.45 3.44
5 C -3.08 0.76 2.68
6 C -2.32 1.08 1.42
7 C -2.38 2.40 0.91
8 N -1.80 2.78 -0.19
9 C -1.09 1.81 -0.83
10 C -0.41 2.11 -2.03
11 C 0.33 1.17 -2.69
12 C 0.42 -0.14 -2.17
13 Br 1.46 -1.41 -3.09
14 C -0.25 -0.47 -1.02
15 C -1.01 0.49 -0.33
16 N -1.66 0.13 0.81
17 C -2.41 -1.42 5.62
18 C -3.71 -2.16 5.82
19 O -1.39 -1.85 6.08
20 H 0.09 -0.36 4.39
21 H 0.34 1.41 4.38
22 H 0.52 0.48 5.83
23 H -1.62 0.88 6.40
24 H -1.86 1.74 4.89
25 H -1.58 -0.78 3.05
26 H -3.22 -1.27 3.26
27 H -3.16 1.64 3.32
28 H -4.10 0.54 2.38
29 H -2.94 3.14 1.46
30 H -0.47 3.12 -2.42
31 H 0.86 1.41 -3.61
32 H -0.20 -1.47 -0.62
33 H -4.52 -1.44 5.95
34 H -3.63 -2.82 6.67
35 H -3.91 -2.75 4.93
36 C 3.79 -0.44 -5.57
37 C 4.31 -1.73 -5.53
38 C 5.25 -2.10 -6.71
39 O 5.83 -3.20 -6.74
40 C 5.42 -1.14 -7.75
41 C 4.88 0.15 -7.80
42 C 4.02 0.55 -6.56
43 O 3.54 1.69 -6.46
44 O 5.02 0.98 -8.71
45 O 4.07 -2.59 -4.64
46 H 3.14 -0.15 -4.76
47 H 6.04 -1.48 -8.58

largest force on an atom = 0.832 eV/A
charge = -2
highest occupied orbital energy = 0.178 eV

# 2
A gas-phase ion, C8H17N3 (charge +2) at a distorted geometry. Source: OMol25; level of theory: wB97M-V/def2-TZVPD.

Atoms and positions in Å:
1 C 2.87 0.81 2.03
2 N 3.21 0.40 0.99
3 N 3.36 0.11 -0.22
4 C 2.30 -0.59 -0.92
5 C 0.90 -0.06 -1.04
6 C -0.02 -0.27 -0.11
7 C 0.05 -1.25 1.13
8 C -1.43 0.26 -0.35
9 C -2.48 -0.63 -0.97
10 C -1.29 1.55 -1.15
11 N -2.10 0.52 1.12
12 H 3.08 0.71 3.06
13 H 4.32 0.22 -0.54
14 H 2.89 -0.93 -1.79
15 H 2.31 -1.54 -0.37
16 H 0.74 0.53 -1.99
17 H 0.46 -0.75 1.96
18 H -0.98 -1.53 1.35
19 H 0.62 -2.17 1.11
20 H -3.41 -0.12 -1.15
21 H -2.55 -1.56 -0.27
22 H -2.06 -1.14 -1.90
23 H -2.32 1.75 -1.32
24 H -1.00 2.47 -0.52
25 H -0.76 1.56 -2.11
26 H -3.00 0.14 0.84
27 H -2.14 1.53 1.29
28 H -1.57 -0.03 1.86

SMILES = C#[N+]NC/C=C(\C)C(C)(C)[NH3+]
largest force on an atom = 4.484 eV/A
ΔE to the lowest compared entry with this formula, charge and spin = 87.2 kcal/mol
charge = +2
highest occupied orbital energy = -17.613 eV

# 3
A molecular structure, H2IOZn at a distorted geometry. Source: OMol25; level of theory: wB97M-V/def2-TZVPD.

Atoms and positions in Å:
1 Zn 3.65 2.27 0.44
2 I 1.59 0.64 0.25
3 O -1.77 -1.10 0.14
4 H -2.31 -1.37 -0.61
5 H -1.16 -0.44 -0.22

largest force on an atom = 1.942 eV/A
ΔE to the lowest compared entry with this formula, charge and spin = 2.3 kcal/mol
charge = +1
highest occupied orbital energy = -14.360 eV

# 4
A single C18H24N4O4S molecule. Source: OMol25; level of theory: wB97M-V/def2-TZVPD.

Atoms and positions in Å:
1 C 6.63 1.53 4.35
2 O 5.69 0.56 4.74
3 C 4.56 0.47 3.91
4 C 3.60 1.66 4.06
5 N 2.36 1.42 3.36
6 C 2.08 2.02 2.18
7 O 2.79 2.87 1.68
8 C 0.80 1.61 1.56
9 S -0.01 2.85 0.64
10 C -1.25 1.74 0.21
11 N -2.32 2.07 -0.54
12 C -3.15 1.13 -0.79
13 N -3.03 -0.16 -0.37
14 C -4.04 -1.12 -0.76
15 C -4.22 -1.13 -2.29
16 O -5.25 -0.70 -2.77
17 N -3.21 -1.60 -3.03
18 C -1.93 -2.09 -2.57
19 C -0.83 -1.08 -2.94
20 C -0.83 -0.86 -4.45
21 C -2.21 -0.43 -4.92
22 C -3.26 -1.45 -4.48
23 C -1.95 -0.59 0.42
24 O -1.86 -1.76 0.74
25 C -1.02 0.47 0.74
26 C 0.17 0.40 1.51
27 C 0.65 -0.87 2.14
28 H 6.26 2.55 4.51
29 H 7.51 1.37 4.98
30 H 6.91 1.41 3.30
31 H 4.06 -0.45 4.22
32 H 4.86 0.37 2.86
33 H 3.40 1.83 5.12
34 H 4.04 2.56 3.62
35 H 1.73 0.73 3.73
36 H -4.03 1.36 -1.38
37 H -3.74 -2.10 -0.37
38 H -5.00 -0.85 -0.33
39 H -1.93 -2.28 -1.50
40 H -1.73 -3.04 -3.08
41 H 0.14 -1.46 -2.60
42 H -1.02 -0.13 -2.44
43 H -0.09 -0.11 -4.72
44 H -0.55 -1.80 -4.95
45 H -2.24 -0.34 -6.01
46 H -2.46 0.54 -4.49
47 H -4.27 -1.12 -4.74
48 H -3.07 -2.42 -4.94
49 H 0.24 -1.71 1.59
50 H 1.73 -0.92 2.15
51 H 0.28 -0.95 3.17

SMILES = COCCNC(=O)c1sc2ncn(CC(=O)N3CCCCC3)c(=O)c2c1C
largest force on an atom = 0.833 eV/A
ΔE to the lowest compared entry with this formula, charge and spin = 32.6 kcal/mol
charge = 0
highest occupied orbital energy = -8.729 eV

Values for calculated total energy, eV, ordered as above
-105781.721, -13020.762, -58589.624, -44042.673